A cluster of 9 separate species, C36H60O21 in total, computed with ωB97M-V/def2-TZVPD.

## Properties
Charge ... +1
LUMO level (alpha / beta) ... -3.1 / -9.1 eV
Strongest force on any atom ... 0.1529 hartree/bohr
Gap between HOMO and LUMO (alpha / beta) ... 8.64 / 2.62 eV
Molecular weight ... 828.86 g mol⁻¹
<S²> ... 0.75
2S+1 ... 2

Atoms and positions in Å:
1 C -0.85004 3.33748 -5.08010
2 C 0.42339 4.12993 -5.08164
3 C 0.86657 4.22994 -6.55628
4 O -0.23130 3.76410 -7.23917
5 C -1.10320 2.92741 -6.52101
6 H -1.67074 4.01299 -4.83878
7 H -0.83439 2.52058 -4.35862
8 H 1.15515 3.58975 -4.48094
9 H 0.40250 5.16825 -4.75065
10 H 1.76506 3.63668 -6.72620
11 H 1.07925 5.27995 -6.75716
12 H -0.96923 1.85822 -6.68528
13 H -2.14641 3.09119 -6.79119
14 C 0.79462 -4.94292 3.55070
15 C 1.98122 -5.01002 2.64290
16 C 1.58880 -4.36571 1.28024
17 O 0.37066 -3.68148 1.71341
18 C -0.32860 -4.37176 2.78387
19 H 1.02139 -4.26747 4.37559
20 H 0.43087 -5.91054 3.89642
21 H 1.92477 -6.07456 2.41560
22 H 2.87465 -4.65475 3.15639
23 H 1.24700 -5.00335 0.46495
24 H 2.25237 -3.66397 0.77493
25 H -0.71440 -5.24066 2.25070
26 H -1.15420 -3.80041 3.20819
27 C -4.39711 -1.66507 2.38293
28 C -5.34717 -1.74247 1.17454
29 C -5.28080 -0.42335 0.34631
30 O -3.91224 -0.06362 0.71984
31 C -3.72767 -0.37499 2.09878
32 H -3.74273 -2.53677 2.38913
33 H -4.91898 -1.66451 3.33988
34 H -6.35718 -1.83344 1.57415
35 H -5.28824 -2.65982 0.58879
36 H -5.84662 0.45776 0.64896
37 H -5.60099 -0.76442 -0.63819
38 H -4.08101 0.43044 2.74263
39 H -2.66616 -0.20328 2.27711
40 C -3.15121 -2.27313 -1.75452
41 C -2.00065 -3.11548 -2.19689
42 C -1.35180 -3.85608 -1.05810
43 O -0.87989 -5.01311 -1.73470
44 C -1.59452 -5.30489 -2.74276
45 O -1.56474 -6.32077 -3.49168
46 O -2.44841 -4.18704 -3.02679
47 H -3.65917 -1.72003 -2.54455
48 H -2.74237 -1.54699 -1.05190
49 H -3.96837 -2.63703 -1.13169
50 H -1.25225 -2.50346 -2.70031
51 H -1.92711 -4.11649 -0.16967
52 H -0.52966 -3.21966 -0.73076
53 C -0.11990 1.13521 -1.14088
54 C -0.44512 0.73958 0.30612
55 C 0.67685 -0.15098 0.93990
56 O 0.75632 0.50011 2.21455
57 C 0.25076 1.79466 2.13962
58 O 0.27859 2.58907 3.13776
59 O -0.36261 2.01525 0.98405
60 H -1.00076 1.64404 -1.53239
61 H -0.05217 0.15034 -1.60299
62 H 0.80793 1.70062 -1.22763
63 H -1.33431 0.11071 0.35046
64 H 1.59782 -0.22643 0.36178
65 H 0.24813 -1.14509 1.06658
66 C 3.27862 1.38069 -3.99299
67 C 2.18069 0.31272 -3.90360
68 C 2.45826 -0.92706 -4.77700
69 O 2.09568 -2.02012 -4.08444
70 C 2.11827 -1.73755 -2.78698
71 O 2.11156 -2.58006 -1.90350
72 O 2.26166 -0.35894 -2.65058
73 H 2.95609 2.21658 -3.37221
74 H 3.32145 1.71248 -5.03038
75 H 4.26826 1.03584 -3.69332
76 H 1.19976 0.72990 -4.13129
77 H 3.48134 -0.96070 -5.15153
78 H 1.84504 -0.85500 -5.67526
79 C 2.74040 -0.41404 5.56545
80 C 1.16710 -0.65523 5.80589
81 C 0.36868 -1.32883 4.67183
82 O -0.52259 -2.17709 5.37324
83 C -0.21549 -2.19293 6.68353
84 O -0.72124 -2.85343 7.53179
85 O 0.85538 -1.39894 6.89936
86 H 2.98027 0.32112 4.79727
87 H 3.31541 -1.30518 5.31378
88 H 3.25938 -0.09710 6.47005
89 H 0.73254 0.33887 5.91081
90 H 1.13432 -1.92002 4.16945
91 H -0.26115 -0.73754 4.00714
92 C 4.79865 -0.21136 -0.27799
93 C 5.35703 1.20093 -0.75589
94 C 4.38122 2.32078 -0.50471
95 O 5.17675 3.17065 0.29613
96 C 6.39957 2.56906 0.63666
97 O 7.22540 3.14840 1.34247
98 O 6.52244 1.47819 -0.08158
99 H 4.44115 -0.17143 0.75095
100 H 5.56330 -0.97686 -0.40994
101 H 3.85671 -0.33625 -0.81208
102 H 5.60094 1.13953 -1.81647
103 H 3.59371 1.90163 0.12159
104 H 4.10825 2.71731 -1.48264
105 C -1.77897 5.12511 0.63882
106 C -2.79692 4.14221 1.37655
107 C -2.81831 4.28232 2.95833
108 O -4.25258 4.48180 3.29168
109 C -4.92207 4.65654 2.27713
110 O -6.14076 4.81721 2.23526
111 O -4.13944 4.57543 1.14035
112 H -1.73036 6.12721 1.06488
113 H -2.09505 5.43468 -0.35735
114 H -0.74616 4.77889 0.67815
115 H -2.63784 3.11193 1.05826
116 H -2.15191 5.09106 3.25827
117 H -2.46522 3.33776 3.37214

Löwdin atomic charge list, values in e, 6 entries: -0.1720 -0.1624 -0.2108 -0.1124 -0.1924 0.1141